{"formula": "C4H6N2", "method": "ωB97M-V/def2-TZVPD", "species": ["C", "C", "C", "C", "N", "N", "H", "H", "H", "H", "H", "H"], "coordinates": [[0.354, -1.514, 0.712], [-0.486, -0.054, 1.533], [-0.074, -1.420, -0.719], [-0.179, 1.898, -0.047], [0.814, -0.350, -0.203], [0.013, 0.538, 0.462], [1.018, -2.247, 1.087], [0.247, -2.126, -1.538], [-1.027, -1.204, -0.986], [-0.667, 1.693, -0.997], [-0.835, 2.511, 0.686], [0.823, 2.275, 0.012]], "forces_ev_per_angstrom": [[-2.02, 3.80, -0.25], [1.21, -2.03, -1.70], [2.17, -1.60, 0.13], [-0.99, -0.63, 1.98], [1.50, -2.12, -1.35], [-1.89, 0.27, 2.43], [0.70, -0.36, 0.29], [0.79, 0.81, 1.29], [-3.04, 1.28, -0.16], [0.33, 1.05, -0.36], [0.93, -1.33, -1.30], [0.30, 0.85, -0.99]], "spin_multiplicity": 1, "orbital_gap_ev": 9.54, "e_lumo_ha": 0.0371, "max_force_ev_per_a": 4.310, "total_charge": 0, "e_tot_ev": -7219.0084, "de_lowest_kj_mol": 635.1}